{"formula": "C18H19F2N4O6PPbSTe", "method": "ωB97M-V/def2-TZVPD", "total_charge": -2, "homo_ha": -0.089, "lumo_energy_ev": 4.130, "homo_lumo_gap_ha": 0.241, "species": ["Pb", "F", "C", "C", "C", "C", "C", "F", "C", "C", "C", "C", "C", "C", "N", "H", "H", "H", "H", "H", "H", "C", "S", "O", "O", "O", "H", "H", "H", "N", "C", "N", "C", "N", "C", "C", "O", "P", "O", "Te", "O", "C", "C", "H", "H", "H", "H", "H", "H", "H", "H", "H", "H"], "positions_angstrom": [[-0.29, -0.17, -0.76], [4.02, 2.30, 1.87], [3.55, 1.16, 1.32], [2.25, 1.10, 0.86], [1.77, -0.09, 0.32], [2.62, -1.20, 0.24], [3.92, -1.08, 0.71], [4.77, -2.14, 0.61], [4.42, 0.09, 1.25], [2.12, -2.47, -0.33], [2.19, -3.67, 0.38], [1.61, -4.80, -0.17], [1.01, -4.72, -1.41], [0.99, -3.49, -2.05], [1.53, -2.39, -1.53], [1.63, 1.98, 0.93], [5.45, 0.16, 1.58], [2.64, -3.69, 1.36], [1.61, -5.73, 0.38], [0.52, -5.57, -1.86], [0.50, -3.37, -3.01], [-3.02, -2.43, 1.68], [-1.41, -3.15, 1.43], [-0.67, -2.93, 2.66], [-1.64, -4.54, 1.08], [-0.85, -2.38, 0.28], [-3.39, -2.76, 2.65], [-3.67, -2.78, 0.88], [-2.92, -1.35, 1.66], [-5.40, 2.82, 2.22], [-4.32, 2.39, 2.30], [-3.11, 1.95, 2.52], [-2.31, 1.39, 1.70], [-1.50, 0.86, 1.04], [3.33, -0.43, -3.60], [2.72, 0.88, -4.03], [1.64, 1.17, -3.15], [1.33, 2.62, -2.50], [0.34, 2.27, -1.43], [3.28, 3.84, -2.02], [0.59, 3.40, -3.70], [-0.75, 3.00, -4.02], [-1.76, 3.80, -3.22], [4.17, -0.68, -4.26], [2.60, -1.24, -3.62], [3.70, -0.36, -2.57], [2.33, 0.83, -5.05], [3.46, 1.68, -3.99], [-0.88, 1.93, -3.84], [-0.87, 3.19, -5.09], [-1.61, 3.64, -2.15], [-2.78, 3.48, -3.48], [-1.66, 4.87, -3.43]]}

***

{"formula": "C6H8N2", "method": "ωB97M-V/def2-TZVPD", "homo_ha": -0.319, "lumo_energy_ev": 0.728, "smiles": "C#C[C@@H]1CCN1N=C", "homo_lumo_gap_ha": 0.346, "species": ["C", "C", "C", "C", "C", "N", "N", "C", "H", "H", "H", "H", "H", "H", "H", "H"], "positions_angstrom": [[-0.54, 0.94, -2.68], [-0.07, 0.65, -1.46], [-0.09, 0.50, 0.00], [0.58, 1.32, 1.03], [0.85, 0.08, 1.81], [0.60, -0.72, 0.45], [0.14, -2.04, 0.64], [-0.79, -2.04, -0.45], [-0.58, 1.38, -3.64], [-1.25, 0.27, -0.01], [1.43, 1.84, 0.58], [-0.18, 2.19, 1.14], [-0.06, -0.03, 2.55], [1.95, -0.12, 2.24], [-1.33, -3.12, -0.96], [-0.67, -1.08, -1.26]]}

***

{"formula": "C26H73N5O8", "method": "ωB97M-V/def2-TZVPD", "spin_multiplicity": 2, "total_charge": 1, "homo_ha": [-0.372, -0.372], "lumo_energy_ev": [-3.709, -8.855], "homo_lumo_gap_ha": [0.236, 0.047], "species": ["C", "C", "C", "O", "C", "N", "H", "H", "H", "H", "H", "H", "H", "H", "H", "H", "H", "C", "C", "C", "O", "C", "N", "H", "H", "H", "H", "H", "H", "H", "H", "H", "H", "H", "C", "C", "C", "O", "C", "N", "H", "H", "H", "H", "H", "H", "H", "H", "H", "H", "H", "C", "C", "C", "O", "C", "N", "H", "H", "H", "H", "H", "H", "H", "H", "H", "H", "H", "C", "C", "C", "O", "C", "N", "H", "H", "H", "H", "H", "H", "H", "H", "H", "H", "H", "C", "C", "O", "H", "H", "H", "H", "H", "H", "C", "C", "O", "H", "H", "H", "H", "H", "H", "C", "C", "O", "H", "H", "H", "H", "H", "H"], "positions_angstrom": [[-1.87, -6.62, 2.38], [-0.50, -6.57, 1.67], [0.53, -5.56, 2.36], [0.01, -4.19, 2.42], [0.25, -3.50, 1.18], [-0.05, -7.88, 1.36], [-2.12, -5.62, 2.74], [-1.72, -7.17, 3.31], [-2.56, -7.09, 1.68], [-0.72, -6.21, 0.66], [1.48, -5.61, 1.84], [0.67, -5.74, 3.42], [1.30, -3.50, 0.88], [0.03, -2.44, 1.30], [-0.37, -3.89, 0.38], [0.73, -7.97, 0.73], [-0.78, -8.53, 1.10], [-1.09, 4.59, 2.16], [-2.56, 4.70, 2.53], [-2.85, 4.88, 4.09], [-4.31, 4.85, 4.12], [-4.80, 5.37, 5.33], [-3.16, 5.81, 1.72], [-0.68, 5.60, 2.09], [-0.84, 4.24, 1.16], [-0.48, 4.03, 2.86], [-2.97, 3.75, 2.17], [-2.46, 5.86, 4.37], [-2.39, 4.12, 4.72], [-5.89, 5.33, 5.32], [-4.40, 6.34, 5.62], [-4.35, 4.76, 6.11], [-4.07, 5.92, 2.16], [-3.21, 5.55, 0.75], [8.70, 1.85, -0.40], [7.92, 1.57, 0.87], [6.76, 0.52, 0.72], [5.80, 0.80, 1.68], [4.61, 0.10, 1.52], [8.74, 1.35, 2.02], [9.28, 2.76, -0.33], [7.99, 1.95, -1.23], [9.30, 0.96, -0.61], [7.29, 2.42, 1.13], [7.16, -0.50, 0.77], [6.27, 0.58, -0.25], [4.84, -0.96, 1.43], [3.97, 0.48, 0.73], [3.95, 0.08, 2.39], [8.18, 0.98, 2.77], [9.41, 0.59, 1.99], [-2.41, -3.13, -6.43], [-2.39, -1.81, -7.31], [-1.12, -0.99, -7.00], [-1.05, -0.48, -5.67], [0.20, 0.08, -5.27], [-2.46, -2.28, -8.69], [-2.61, -2.90, -5.38], [-1.48, -3.66, -6.66], [-3.30, -3.73, -6.62], [-3.24, -1.17, -7.04], [-1.12, -0.23, -7.78], [-0.16, -1.48, -7.14], [1.02, -0.61, -5.47], [0.15, 0.43, -4.24], [0.25, 0.92, -5.97], [-3.23, -2.94, -8.66], [-1.62, -2.82, -8.81], [-4.15, 1.60, -2.60], [-3.87, 0.06, -2.63], [-4.63, -0.72, -3.79], [-6.01, -0.73, -3.66], [-6.49, -1.74, -2.85], [-2.44, -0.26, -2.95], [-4.09, 2.12, -3.55], [-3.59, 2.14, -1.83], [-5.17, 1.70, -2.23], [-3.95, -0.31, -1.61], [-4.32, -1.76, -3.79], [-4.53, -0.27, -4.78], [-6.30, -2.58, -3.51], [-7.57, -1.58, -2.78], [-5.98, -2.05, -1.94], [-2.20, -1.23, -2.84], [-1.98, -0.05, -3.82], [2.40, 3.15, 2.48], [3.62, 4.05, 2.70], [4.12, 3.94, 4.03], [2.61, 2.12, 2.78], [2.11, 3.19, 1.43], [1.50, 3.38, 3.05], [3.28, 5.08, 2.60], [4.37, 3.80, 1.95], [5.07, 3.78, 3.99], [0.68, 0.73, 0.61], [-0.47, 0.40, -0.36], [-0.54, 1.43, -1.33], [0.86, -0.05, 1.36], [0.52, 1.71, 1.06], [1.61, 0.73, 0.05], [-1.45, 0.32, 0.10], [-0.42, -0.59, -0.83], [-1.31, 1.18, -1.85], [1.16, -0.05, 4.73], [0.74, -1.53, 4.43], [1.57, -1.91, 3.31], [2.12, 0.00, 5.23], [0.55, 0.49, 5.46], [1.24, 0.56, 3.83], [-0.31, -1.70, 4.20], [1.03, -2.14, 5.29], [1.20, -2.77, 3.09]]}

***

{"formula": "C23H27N3O6S", "method": "ωB97M-V/def2-TZVPD", "homo_ha": -0.336, "lumo_energy_ev": 0.044, "smiles": "CCOC(=O)N1CCN(C(=O)c2ccc(S(=O)(=O)c3ccc(C)cc3)c(NC(C)=O)c2)CC1", "homo_lumo_gap_ha": 0.338, "species": ["C", "C", "O", "C", "O", "N", "C", "C", "N", "C", "O", "C", "C", "C", "C", "S", "O", "O", "C", "C", "C", "C", "C", "C", "C", "C", "N", "C", "C", "O", "C", "C", "C", "H", "H", "H", "H", "H", "H", "H", "H", "H", "H", "H", "H", "H", "H", "H", "H", "H", "H", "H", "H", "H", "H", "H", "H", "H", "H", "H"], "positions_angstrom": [[6.50, 4.31, 0.57], [5.40, 4.12, -0.46], [4.96, 2.76, -0.52], [4.08, 2.39, 0.43], [3.61, 3.13, 1.26], [3.78, 1.07, 0.34], [4.28, 0.23, -0.74], [4.00, -1.23, -0.41], [2.57, -1.44, -0.26], [2.06, -2.64, -0.62], [2.75, -3.56, -1.01], [0.57, -2.76, -0.53], [0.00, -3.75, 0.27], [-1.38, -3.87, 0.33], [-2.18, -3.02, -0.41], [-3.96, -3.05, -0.19], [-4.59, -2.94, -1.49], [-4.32, -4.15, 0.65], [-4.23, -1.49, 0.67], [-5.11, -0.56, 0.17], [-5.26, 0.65, 0.81], [-4.53, 0.94, 1.96], [-4.67, 2.26, 2.65], [-3.65, -0.02, 2.46], [-3.50, -1.23, 1.82], [-1.62, -2.05, -1.24], [-2.47, -1.24, -1.99], [-2.20, 0.03, -2.42], [-3.37, 0.64, -3.15], [-1.16, 0.61, -2.21], [-0.24, -1.94, -1.30], [1.81, -0.35, 0.31], [2.73, 0.51, 1.17], [7.34, 3.64, 0.36], [6.12, 4.10, 1.57], [6.85, 5.34, 0.54], [5.76, 4.34, -1.47], [4.55, 4.76, -0.22], [5.35, 0.39, -0.85], [3.80, 0.50, -1.68], [4.35, -1.88, -1.21], [4.52, -1.51, 0.51], [0.64, -4.41, 0.84], [-1.86, -4.62, 0.95], [-5.67, -0.80, -0.72], [-5.95, 1.39, 0.42], [-4.66, 2.14, 3.73], [-3.84, 2.91, 2.38], [-5.59, 2.76, 2.36], [-3.09, 0.19, 3.35], [-2.82, -1.98, 2.20], [-3.40, -1.62, -2.12], [-4.18, 0.82, -2.45], [-3.07, 1.59, -3.59], [-3.73, -0.03, -3.93], [0.20, -1.20, -1.96], [1.36, 0.27, -0.47], [1.00, -0.75, 0.93], [3.17, -0.09, 1.98], [2.19, 1.35, 1.61]]}

***

{"formula": "C6H9BO4", "method": "ωB97M-V/def2-TZVPD", "homo_ha": -0.243, "lumo_energy_ev": 0.087, "homo_lumo_gap_ha": 0.246, "species": ["B", "C", "C", "C", "C", "C", "C", "O", "O", "O", "O", "H", "H", "H", "H", "H", "H", "H", "H", "H"], "positions_angstrom": [[-2.01, 0.06, 0.24], [1.31, 0.14, 0.86], [2.63, -0.30, 1.03], [2.43, -0.24, -1.16], [1.19, 0.12, -0.56], [-1.55, -2.23, -0.73], [-1.42, 2.38, 0.56], [3.30, -0.50, -0.12], [0.13, 0.55, -1.16], [-2.33, -1.16, -0.07], [-2.23, 1.21, 0.64], [0.41, 0.25, 1.42], [3.11, -0.53, 2.02], [2.90, -0.16, -2.11], [-1.09, -2.95, 0.01], [-0.82, -1.68, -1.21], [-2.28, -2.97, -1.30], [-1.05, 2.61, 1.58], [-2.13, 3.28, 0.22], [-0.49, 2.10, -0.18]]}

***

{"formula": "C3H5BrS", "method": "ωB97M-V/def2-TZVPD", "spin_multiplicity": 3, "homo_ha": [-0.219, -0.356], "lumo_energy_ev": [0.766, -2.177], "homo_lumo_gap_ha": [0.247, 0.276], "species": ["C", "C", "C", "S", "Br", "H", "H", "H", "H", "H"], "positions_angstrom": [[-0.65, -0.72, 1.53], [-1.45, -0.10, 0.73], [-1.33, 2.08, 0.45], [0.27, 2.49, -0.35], [-2.85, -0.76, -0.41], [-0.65, -1.80, 1.52], [0.08, -0.20, 1.95], [-2.13, 1.95, -0.23], [-1.50, 2.52, 1.40], [-0.17, 2.07, -1.55]]}

***

{"formula": "C8H22BrF3FeN8O6", "method": "ωB97M-V/def2-TZVPD", "spin_multiplicity": 7, "total_charge": 2, "homo_ha": [-0.539, -0.522], "lumo_energy_ev": [-4.818, -10.512], "homo_lumo_gap_ha": [0.362, 0.136], "species": ["Fe", "Br", "C", "O", "O", "C", "F", "F", "F", "C", "C", "H", "H", "H", "H", "H", "H", "C", "O", "N", "N", "H", "H", "H", "H", "C", "O", "N", "N", "H", "H", "H", "H", "C", "O", "N", "N", "H", "H", "H", "H", "C", "O", "N", "N", "H", "H", "H", "H"], "positions_angstrom": [[-1.15, 0.24, 0.66], [-2.88, 0.73, 2.38], [1.39, -0.42, -1.56], [2.24, 0.33, -0.68], [0.12, -0.28, -0.96], [1.62, -0.06, -3.08], [0.62, -0.44, -3.89], [1.83, 1.25, -3.38], [2.70, -0.70, -3.46], [3.54, 0.78, -0.97], [4.11, 1.40, 0.31], [3.50, 2.25, 0.63], [4.27, 0.67, 1.09], [5.11, 1.77, 0.06], [3.50, 1.67, -1.60], [4.33, 0.09, -1.28], [1.85, -1.39, -1.40], [0.16, 3.05, 0.59], [-0.59, 2.12, 0.52], [0.45, 3.72, -0.40], [0.78, 3.44, 1.61], [0.06, 3.43, -1.28], [1.05, 4.53, -0.27], [0.58, 3.02, 2.51], [1.41, 4.22, 1.70], [-2.30, -2.86, 0.53], [-1.72, -1.73, 0.52], [-2.64, -3.58, -0.54], [-2.61, -3.40, 1.63], [-3.13, -4.46, -0.42], [-2.47, -3.33, -1.50], [-3.14, -4.24, 1.45], [-2.41, -3.03, 2.55], [-3.52, 0.46, -1.41], [-2.55, 0.62, -0.66], [-3.59, -0.32, -2.46], [-4.65, 1.16, -1.29], [-4.35, -0.44, -3.12], [-2.97, -1.09, -2.64], [-4.78, 1.87, -0.58], [-5.34, 1.15, -2.02], [1.10, -1.23, 2.49], [0.26, -0.48, 2.04], [0.92, -1.85, 3.67], [2.29, -1.44, 2.04], [1.71, -2.32, 4.09], [0.02, -1.76, 4.11], [2.94, -2.02, 2.54], [2.38, -1.08, 1.10]]}

***

{"formula": "C7H12O", "method": "ωB97M-V/def2-TZVPD", "homo_ha": -0.285, "lumo_energy_ev": 0.805, "smiles": "C/C=C(C)\\C(C)=C\\O", "homo_lumo_gap_ha": 0.314, "species": ["C", "C", "C", "C", "C", "C", "C", "O", "H", "H", "H", "H", "H", "H", "H", "H", "H", "H", "H", "H"], "positions_angstrom": [[-0.84, 2.06, -0.51], [-1.05, 0.94, 0.49], [-0.70, -0.40, 0.27], [-1.64, -1.55, 0.49], [0.68, -0.50, 0.09], [1.42, -1.52, -0.73], [1.25, 0.61, 0.73], [2.41, 1.21, 0.34], [-1.78, 2.27, -1.04], [-0.55, 2.99, -0.01], [-0.08, 1.81, -1.25], [-1.89, 1.14, 1.15], [-1.11, -2.46, 0.78], [-2.35, -1.32, 1.28], [-2.22, -1.77, -0.41], [2.45, -1.65, -0.38], [0.90, -2.48, -0.67], [1.46, -1.25, -1.79], [1.04, 0.85, 1.76], [2.60, 1.00, -0.58]]}

***

{"formula": "C6H12S", "method": "ωB97M-V/def2-TZVPD", "homo_ha": -0.278, "lumo_energy_ev": 0.488, "homo_lumo_gap_ha": 0.296, "species": ["C", "C", "C", "C", "C", "C", "S", "H", "H", "H", "H", "H", "H", "H", "H", "H", "H", "H", "H"], "positions_angstrom": [[-0.97, 0.75, -0.18], [0.15, 1.55, 2.16], [0.08, -0.55, -1.87], [1.15, -1.19, -1.04], [1.70, -0.19, -0.05], [-2.34, 0.19, 0.04], [0.21, 0.34, 1.00], [0.92, 1.49, 2.91], [-0.01, 2.52, 1.71], [-0.71, -1.16, -2.25], [0.38, 0.28, -2.49], [0.75, -2.05, -0.51], [1.98, -1.53, -1.67], [2.45, -0.59, 0.63], [2.05, 0.71, -0.54], [-2.99, 0.54, -0.76], [-2.73, 0.58, 0.99], [-2.39, -0.90, 0.08], [0.32, -0.80, 1.84]]}

***

{"formula": "C3H3N3O2", "method": "ωB97M-V/def2-TZVPD", "homo_ha": -0.321, "lumo_energy_ev": -0.040, "smiles": "O=C=C/N=C\\NN=O", "homo_lumo_gap_ha": 0.320, "species": ["O", "C", "C", "N", "C", "N", "N", "O", "H", "H", "H"], "positions_angstrom": [[3.31, -0.18, 0.08], [2.20, -0.59, 0.07], [1.11, -1.25, -0.23], [-0.25, -1.31, -0.05], [-1.18, -0.49, 0.15], [-1.31, 0.94, 0.33], [-0.28, 1.71, -0.14], [-0.46, 2.90, -0.14], [1.27, -2.05, -0.97], [-2.21, -1.06, 0.19], [-2.21, 1.38, 0.70]]}

***

{"formula": "C3H6N2S", "method": "ωB97M-V/def2-TZVPD", "homo_ha": -0.286, "lumo_energy_ev": 0.929, "smiles": "C=CS/C=N/N", "homo_lumo_gap_ha": 0.320, "species": ["C", "C", "S", "C", "N", "N", "H", "H", "H", "H", "H", "H"], "positions_angstrom": [[2.31, -0.56, -1.75], [1.65, -0.37, -0.62], [0.51, 0.90, -0.52], [-0.80, 0.18, 0.34], [-1.55, 1.15, 0.91], [-2.56, 0.58, 1.77], [3.27, -1.38, -2.15], [1.84, 0.02, -2.66], [2.27, -0.60, 0.34], [-0.93, -0.87, 0.59], [-3.16, 1.35, 2.06], [-2.86, -0.40, 1.69]]}

***

{"formula": "C5H7N", "method": "ωB97M-V/def2-TZVPD", "homo_ha": -0.365, "lumo_energy_ev": 0.814, "smiles": "[H]/N=C(\\C#C)CC", "homo_lumo_gap_ha": 0.395, "species": ["H", "N", "C", "C", "C", "C", "C", "H", "H", "H", "H", "H", "H"], "positions_angstrom": [[-0.60, -2.28, -0.87], [-1.05, -1.43, -0.51], [-0.21, -0.75, 0.15], [1.22, -0.98, 0.18], [2.40, -1.23, 0.13], [-0.68, 0.50, 0.83], [-0.69, 1.40, -0.48], [3.45, -1.35, 0.06], [-1.64, 0.28, 1.35], [-0.01, 0.95, 1.57], [-0.34, 0.94, -1.44], [-0.10, 2.30, -0.35], [-1.74, 1.64, -0.62]]}